[1]
Computed, not measured: a molecular structure, C57H49BrClN6O5P2Sr in a non-equilibrium geometry, with wB97M-V/def2-TZVPD.

Positions of all 122 atoms, in Å:
Sr (-22.893, 5.470, -7.907)
O (-23.378, 3.105, -0.241)
C (-24.013, 2.866, -1.301)
O (-24.805, 1.927, -1.556)
C (-23.793, 3.729, -2.550)
C (-22.470, 3.826, -3.072)
C (-22.237, 4.298, -4.370)
N (-23.219, 4.846, -5.136)
C (-24.425, 4.943, -4.512)
C (-24.794, 4.318, -3.294)
C (-25.549, 5.533, -5.229)
C (-26.529, 6.237, -4.442)
C (-27.670, 6.707, -5.091)
C (-27.902, 6.304, -6.426)
C (-26.901, 5.680, -7.133)
N (-25.691, 5.430, -6.539)
C (-20.916, 4.229, -4.918)
C (-19.848, 3.544, -4.207)
C (-18.570, 3.651, -4.715)
C (-18.331, 4.451, -5.813)
C (-19.415, 4.851, -6.589)
N (-20.678, 4.670, -6.171)
H (-21.681, 3.552, -2.410)
H (-25.864, 4.311, -3.005)
H (-26.380, 6.481, -3.368)
H (-28.375, 7.272, -4.503)
H (-28.820, 6.553, -6.932)
H (-27.032, 5.330, -8.178)
H (-20.078, 2.776, -3.437)
H (-17.777, 3.078, -4.195)
H (-17.277, 4.742, -6.021)
H (-19.248, 5.409, -7.506)
O (-23.367, 2.600, -7.477)
C (-23.447, 1.539, -8.371)
C (-23.745, 0.251, -7.851)
C (-23.734, -0.792, -8.753)
C (-23.092, -0.654, -10.004)
C (-22.760, 0.621, -10.478)
C (-23.109, 1.759, -9.744)
C (-22.961, 3.189, -10.317)
O (-23.707, 4.103, -9.631)
N (-21.525, 3.515, -10.312)
N (-21.086, 4.737, -10.228)
C (-20.012, 5.038, -10.958)
C (-19.503, 6.366, -10.830)
Br (-19.981, 7.445, -9.312)
C (-18.520, 7.012, -11.643)
C (-18.506, 7.549, -12.954)
C (-17.383, 8.265, -13.458)
C (-17.379, 8.776, -14.716)
C (-18.531, 8.781, -15.521)
C (-19.643, 8.094, -15.078)
C (-19.645, 7.459, -13.852)
H (-23.210, 2.172, -6.579)
H (-23.945, 0.148, -6.769)
H (-24.177, -1.745, -8.464)
H (-22.914, -1.554, -10.594)
H (-22.317, 0.765, -11.452)
H (-23.221, 3.169, -11.389)
H (-20.891, 2.721, -10.618)
H (-19.504, 4.251, -11.600)
H (-17.704, 7.280, -10.989)
H (-16.505, 8.442, -12.828)
H (-16.479, 9.317, -15.076)
H (-18.543, 9.289, -16.456)
H (-20.561, 8.088, -15.693)
H (-20.545, 6.886, -13.573)
C (-22.996, 13.510, -7.262)
N (-23.452, 12.147, -7.193)
P (-23.945, 11.507, -5.670)
C (-25.198, 12.721, -5.002)
C (-25.092, 14.104, -4.824)
C (-26.132, 14.885, -4.324)
C (-27.353, 14.271, -4.033)
C (-27.494, 12.890, -4.134)
C (-26.434, 12.140, -4.633)
C (-22.549, 11.938, -4.595)
C (-22.621, 12.883, -3.519)
C (-21.476, 13.444, -2.981)
C (-20.214, 13.179, -3.544)
C (-20.123, 12.084, -4.451)
C (-21.290, 11.564, -4.983)
P (-23.749, 11.108, -8.548)
C (-25.311, 11.802, -9.131)
C (-25.420, 12.935, -9.965)
C (-26.646, 13.419, -10.429)
C (-27.823, 12.799, -10.044)
C (-27.748, 11.639, -9.251)
C (-26.538, 11.126, -8.814)
C (-22.599, 11.320, -9.947)
C (-21.267, 11.662, -9.700)
C (-20.337, 11.535, -10.746)
C (-20.776, 11.246, -12.019)
C (-22.110, 11.056, -12.296)
C (-23.021, 11.025, -11.260)
H (-23.821, 14.229, -7.262)
H (-22.516, 13.655, -8.267)
H (-22.257, 13.710, -6.474)
H (-24.119, 14.557, -5.068)
H (-26.008, 15.975, -4.357)
H (-28.167, 14.819, -3.564)
H (-28.457, 12.406, -3.855)
H (-26.456, 11.050, -4.815)
H (-23.589, 13.172, -3.106)
H (-21.580, 14.256, -2.279)
H (-19.318, 13.734, -3.236)
H (-19.141, 11.756, -4.749)
H (-21.234, 10.856, -5.849)
H (-24.515, 13.422, -10.282)
H (-26.688, 14.345, -10.930)
H (-28.780, 13.203, -10.317)
H (-28.648, 11.075, -9.070)
H (-26.457, 10.223, -8.184)
H (-20.923, 11.876, -8.660)
H (-19.283, 11.711, -10.537)
H (-20.009, 11.255, -12.808)
H (-22.528, 10.925, -13.304)
H (-24.101, 10.832, -11.372)
O (-24.510, 7.098, -8.951)
H (-24.353, 7.866, -8.339)
H (-25.422, 7.151, -9.265)
Cl (-22.887, 8.372, -6.926)

Output
- F_max (eV Å⁻¹) = 3.49
- LUMO energy (alpha / beta) (eV) = 0.8 / 1.4
- calculated total energy (eV) = -181062.3053
- charge = -1

These are the Löwdin partial charges, in e, on atoms 1 to 5:
1 Sr 1.2508
2 O -0.0542
3 C -0.6970
4 O -0.0406
5 C -0.0780

---

[2]
Computed, not measured: 5 unconnected molecules or ions with the total composition C34H52IN5O7S5 in a non-equilibrium geometry, with wB97M-V/def2-TZVPD.

Positions of all 104 atoms, in Å:
C (-5.242, 3.295, 1.921)
C (-4.651, 3.743, 0.979)
C (-3.648, 4.385, 0.113)
C (-2.343, 3.605, 0.077)
N (-2.114, 2.904, -1.002)
C (-0.902, 2.264, -0.972)
C (-0.519, 1.488, -2.105)
C (-1.466, 1.350, -3.282)
C (-2.054, -0.069, -3.316)
O (-1.356, -1.006, -3.520)
I (-4.169, -0.338, -2.945)
C (0.684, 0.852, -2.167)
C (1.571, 0.939, -1.066)
N (2.842, 0.235, -1.236)
C (3.799, 1.005, -1.244)
O (4.750, 1.618, -0.995)
C (1.245, 1.632, 0.073)
C (2.167, 1.716, 1.271)
C (2.671, 0.347, 1.763)
C (1.847, -0.249, 2.929)
C (2.064, -1.780, 2.919)
C (0.982, -2.520, 2.069)
C (1.569, -3.125, 0.787)
C (0.479, -3.749, -0.095)
S (1.134, -4.695, -1.504)
C (1.278, -6.347, -0.951)
N (2.444, -6.931, -0.910)
N (2.203, -8.209, -0.495)
C (0.938, -8.346, -0.297)
O (0.293, -7.184, -0.575)
C (-0.012, 2.321, 0.105)
N (-0.320, 3.040, 1.229)
C (-1.458, 3.685, 1.208)
C (-1.801, 4.518, 2.415)
C (-1.598, 6.048, 2.185)
C (-0.518, 6.378, 1.144)
H (-5.782, 2.830, 2.711)
H (-4.054, 4.383, -0.903)
H (-3.495, 5.433, 0.370)
H (-2.304, 2.043, -3.220)
H (-0.944, 1.557, -4.218)
H (0.981, 0.272, -3.031)
H (1.737, 2.254, 2.110)
H (3.038, 2.306, 0.963)
H (3.692, 0.490, 2.136)
H (2.741, -0.409, 0.984)
H (2.215, 0.111, 3.891)
H (0.796, -0.010, 2.749)
H (3.027, -2.031, 2.460)
H (2.092, -2.201, 3.927)
H (0.190, -1.805, 1.831)
H (0.587, -3.357, 2.653)
H (2.319, -3.888, 1.014)
H (2.044, -2.337, 0.193)
H (-0.209, -4.381, 0.472)
H (-0.116, -2.941, -0.529)
H (0.465, -9.259, 0.028)
H (-2.848, 4.397, 2.701)
H (-1.210, 4.169, 3.262)
H (-2.540, 6.528, 1.907)
H (-1.334, 6.491, 3.150)
H (-0.888, 6.124, 0.146)
H (0.388, 5.814, 1.374)
H (-0.309, 7.450, 1.131)
C (4.159, -11.000, 1.106)
S (3.032, -11.558, -0.174)
O (1.648, -11.387, 0.353)
C (3.438, -13.305, -0.030)
H (4.034, -9.924, 1.213)
H (3.921, -11.495, 2.048)
H (5.183, -11.222, 0.808)
H (3.247, -13.647, 0.988)
H (4.486, -13.453, -0.290)
H (2.809, -13.857, -0.725)
C (-0.446, -5.072, -6.262)
S (-2.096, -5.198, -5.559)
O (-2.959, -5.857, -6.574)
C (-2.454, -3.438, -5.615)
H (-0.041, -6.077, -6.357)
H (-0.500, -4.604, -7.246)
H (0.187, -4.485, -5.596)
H (-2.377, -3.079, -6.642)
H (-1.755, -2.905, -4.972)
H (-3.468, -3.286, -5.250)
C (5.696, 5.025, 1.251)
S (5.078, 5.054, 2.940)
O (3.838, 4.237, 2.964)
C (4.575, 6.781, 2.924)
H (6.028, 4.012, 1.030)
H (4.899, 5.307, 0.563)
H (6.538, 5.712, 1.161)
H (3.853, 6.946, 2.124)
H (5.452, 7.413, 2.781)
H (4.116, 7.008, 3.884)
C (-7.466, 6.352, 0.127)
S (-6.383, 7.786, 0.178)
O (-5.059, 7.314, 0.660)
C (-7.196, 8.588, 1.566)
H (-7.109, 5.686, -0.656)
H (-7.437, 5.836, 1.087)
H (-8.482, 6.674, -0.103)
H (-7.187, 7.923, 2.431)
H (-8.220, 8.838, 1.290)
H (-6.649, 9.499, 1.799)

Output
- F_max (eV Å⁻¹) = 1.96
- LUMO energy (eV) = -0.2
- calculated total energy (eV) = -120155.7021
- charge = 0

These are the Löwdin partial charges, in e, on atoms 1 to 5:
1 C 0.1142
2 C -0.1227
3 C -0.1336
4 C -0.1931
5 N 0.2067